Formula: C37H35AsCl3CoO5P
Source: the Open Molecules 2025 dataset
Level of theory: wB97M-V/def2-TZVPD

Calculated values
- spin multiplicity = 2
- energy relative to the best compared isomer or geometry (same formula, charge and spin) (kcal per mole) = 25.2
- <S²> = 0.7636

Geometry as XYZ:
```
83
C37H35AsCl3CoO5P wB97M-V/def2-TZVPD
Co 0.133 1.907 1.714
Cl 5.120 1.572 1.039
C 3.722 2.250 1.876
Cl 2.572 0.960 2.375
H 3.189 2.946 1.246
H 4.056 2.733 2.781
O 1.936 4.703 1.373
C 1.086 4.552 2.233
O 0.679 3.396 2.703
H 0.676 5.421 2.759
C -4.799 5.733 -0.721
C -4.280 5.770 0.695
C -4.087 6.984 1.349
C -3.630 7.017 2.655
Cl -3.413 8.555 3.446
C -3.353 5.848 3.344
C -3.536 4.635 2.702
C -3.991 4.602 1.394
O -4.208 3.375 0.800
C -3.164 2.975 -0.070
C -1.884 2.614 0.647
O -0.786 2.737 0.030
O -1.900 2.144 1.817
H -5.477 6.568 -0.900
H -5.331 4.803 -0.916
H -3.981 5.812 -1.443
H -4.301 7.914 0.834
H -2.998 5.890 4.365
H -3.318 3.698 3.198
H -2.933 3.733 -0.818
H -3.506 2.072 -0.579
C 0.424 -1.778 1.134
C 0.227 -2.876 0.097
As 0.783 -4.639 0.771
C 2.698 -4.247 0.809
C 3.404 -3.874 -0.336
C 4.758 -3.574 -0.258
C 5.420 -3.643 0.964
C 4.727 -4.020 2.106
C 3.370 -4.324 2.025
C 0.752 -5.575 -0.947
C -0.051 -5.190 -2.018
C -0.027 -5.907 -3.211
C 0.793 -7.019 -3.343
C 1.586 -7.420 -2.272
C 1.560 -6.704 -1.084
P 0.105 -0.074 0.497
C 1.306 0.167 -0.845
C 2.541 -0.480 -0.812
C 3.491 -0.230 -1.792
C 3.223 0.674 -2.810
C 2.007 1.345 -2.834
C 1.057 1.106 -1.850
C -1.534 -0.332 -0.283
C -2.606 -0.497 0.597
C -3.883 -0.756 0.116
C -4.104 -0.843 -1.253
C -3.043 -0.684 -2.134
C -1.763 -0.433 -1.652
H 1.440 -1.795 1.536
H -0.254 -1.917 1.977
H 0.787 -2.673 -0.816
H -0.824 -2.959 -0.174
H 2.899 -3.827 -1.295
H 5.300 -3.291 -1.154
H 6.477 -3.409 1.024
H 5.240 -4.082 3.058
H 2.831 -4.622 2.917
H -0.707 -4.331 -1.940
H -0.650 -5.591 -4.039
H 0.813 -7.574 -4.273
H 2.225 -8.290 -2.364
H 2.187 -7.020 -0.257
H 2.778 -1.186 -0.026
H 4.447 -0.737 -1.748
H 3.968 0.870 -3.573
H 1.798 2.068 -3.614
H 0.136 1.676 -1.839
H -2.446 -0.404 1.665
H -4.707 -0.874 0.810
H -5.103 -1.031 -1.632
H -3.210 -0.756 -3.203
H -0.942 -0.338 -2.351
```

Mulliken population analysis, charges in e, atoms 1 to 4: atom 1 (Co): -0.02, atom 2 (Cl): -0.16, atom 3 (C): -0.05, atom 4 (Cl): -0.07

Formula: C37H35AsN2O4PbS2
Source: the Open Molecules 2025 dataset
Level of theory: wB97M-V/def2-TZVPD

Calculated values
- spin multiplicity = 1

Geometry as XYZ:
```
82
C37H35AsN2O4PbS2 wB97M-V/def2-TZVPD
Pb -0.553 -0.004 3.395
O -2.085 4.217 1.279
C -1.877 3.200 2.118
O -2.337 2.096 1.963
C -1.041 3.589 3.296
C -0.831 4.910 3.642
C -0.147 5.175 4.824
C 0.269 4.121 5.611
C 0.029 2.821 5.172
N -0.589 2.570 4.029
C 0.419 1.625 6.050
O 0.841 1.877 7.164
O 0.225 0.481 5.518
H -2.520 3.858 0.490
H -1.201 5.701 3.007
H 0.036 6.197 5.129
H 0.767 4.253 6.560
S -0.451 -2.504 1.356
C 1.291 -2.866 1.376
C 1.689 -3.980 0.629
C 3.016 -4.332 0.523
C 3.966 -3.553 1.178
C 3.576 -2.479 1.948
C 2.225 -2.109 2.101
S 1.942 -0.842 3.280
H 0.932 -4.560 0.120
H 3.308 -5.193 -0.064
H 5.018 -3.797 1.101
H 4.317 -1.898 2.481
C -5.725 0.071 -3.330
C -4.440 -0.203 -2.600
C -3.213 -0.068 -3.232
C -2.007 -0.295 -2.577
C -0.744 -0.067 -3.372
C -2.047 -0.693 -1.229
As -0.386 -0.905 -0.219
N -0.028 0.462 0.787
C 0.189 1.752 0.311
C 1.061 2.572 1.044
C 1.341 3.867 0.640
C 0.776 4.389 -0.517
C -0.099 3.597 -1.246
C -0.409 2.308 -0.831
C 0.983 -1.638 -1.393
C 2.283 -1.116 -1.394
C 2.703 0.111 -0.632
C 3.251 -1.765 -2.156
C 2.974 -2.896 -2.904
C 4.042 -3.587 -3.704
C 1.678 -3.394 -2.879
C 0.674 -2.798 -2.130
C -0.678 -3.467 -2.127
C -3.272 -0.791 -0.554
C -3.369 -1.096 0.915
C -4.446 -0.554 -1.258
H -5.584 0.030 -4.409
H -6.105 1.063 -3.079
H -6.493 -0.653 -3.055
H -3.184 0.237 -4.273
H -0.969 0.573 -4.224
H -0.326 -0.999 -3.754
H 0.035 0.423 -2.789
H 1.541 2.149 1.920
H 2.025 4.467 1.228
H 1.008 5.395 -0.840
H -0.560 3.985 -2.147
H -1.129 1.728 -1.395
H 2.449 0.043 0.427
H 2.219 1.007 -1.025
H 3.779 0.248 -0.721
H 4.260 -1.367 -2.151
H 4.982 -3.039 -3.665
H 3.747 -3.687 -4.749
H 4.220 -4.592 -3.317
H 1.441 -4.286 -3.448
H -0.671 -4.315 -2.811
H -1.483 -2.800 -2.433
H -0.933 -3.840 -1.133
H -2.939 -2.066 1.166
H -4.410 -1.113 1.231
H -2.857 -0.322 1.493
H -5.392 -0.639 -0.734
```

Mulliken population analysis, charges in e, atoms 1 to 4: atom 1 (Pb): 1.12, atom 2 (O): -0.43, atom 3 (C): -0.30, atom 4 (O): -0.51

Formula: C37H35BiClN2S2Si2
Source: the Open Molecules 2025 dataset
Level of theory: wB97M-V/def2-TZVPD

Calculated values
- spin multiplicity = 1
- energy relative to the best compared isomer or geometry (same formula, charge and spin) (kcal per mole) = 104.2
- total charge = +1

Geometry as XYZ:
```
80
C37H35BiClN2S2Si2 wB97M-V/def2-TZVPD
C 5.200 -2.086 -0.784
C 3.993 -2.694 -1.188
C 3.290 -1.787 -2.036
H 3.667 -3.713 -0.962
C 4.055 -0.552 -2.053
C 5.252 -0.787 -1.305
H 6.143 -0.157 -1.342
H 6.043 -2.607 -0.312
H 2.500 -2.035 -2.743
H 3.916 0.243 -2.786
Bi 2.074 -0.409 -0.167
Si -1.840 -0.310 -1.985
C -3.158 -0.945 -0.806
C -4.043 0.081 -0.462
H -3.876 1.104 -0.825
C -5.210 -0.189 0.250
H -5.868 0.637 0.511
C -5.523 -1.505 0.570
H -6.482 -1.727 1.079
C -4.648 -2.532 0.216
H -4.906 -3.566 0.454
C -3.443 -2.266 -0.444
H -2.747 -3.075 -0.692
C -3.034 0.543 -3.269
C -4.223 -0.161 -3.607
H -4.247 -1.260 -3.517
C -5.407 0.504 -3.958
H -6.339 -0.067 -4.080
C -5.378 1.902 -4.125
H -6.316 2.433 -4.295
C -4.141 2.570 -4.083
H -4.090 3.645 -4.320
C -2.960 1.882 -3.714
H -1.989 2.413 -3.744
H -0.903 -1.355 -2.458
Si -2.389 2.290 1.369
C -1.339 2.317 -0.225
C -0.940 1.113 -1.100
H -0.435 0.516 -0.310
C -0.020 1.330 -2.237
H -0.009 0.596 -3.091
C 0.864 2.364 -2.190
H 1.695 2.320 -2.896
C 0.626 3.406 -1.289
H 1.298 4.258 -1.309
C -0.464 3.396 -0.407
H -0.594 4.260 0.241
C -2.298 0.652 2.315
C -1.276 -0.222 1.937
H -0.358 0.235 1.555
C -1.311 -1.598 2.076
H -0.525 -2.229 1.631
C -2.373 -2.115 2.823
H -2.433 -3.184 2.937
C -3.313 -1.257 3.429
H -4.098 -1.653 4.091
C -3.295 0.123 3.174
H -4.087 0.770 3.559
H -2.023 3.317 2.252
Cl 1.421 1.444 1.534
C 2.167 -3.605 3.479
C 3.208 -2.552 3.396
N 3.286 -1.512 2.585
C 4.425 -0.718 2.899
C 5.094 -1.143 4.043
S 4.418 -2.565 4.703
C 4.850 0.458 2.147
C 5.794 1.400 2.521
S 5.805 2.779 1.486
C 4.716 1.931 0.423
N 4.266 0.776 0.914
C 4.148 2.616 -0.767
H 2.583 -4.492 3.977
H 1.319 -3.260 4.085
H 1.846 -3.901 2.479
H 5.928 -0.618 4.489
H 6.413 1.331 3.404
H 4.559 3.632 -0.775
H 4.431 2.113 -1.706
H 3.054 2.709 -0.667
```

Mulliken population analysis, charges in e, atoms 1 to 4: atom 1 (C): -0.58, atom 2 (C): -0.70, atom 3 (C): -0.97, atom 4 (H): 0.47

Number 1: electronic energy -194497.02608 eV. Number 2: electronic energy -137866.55912 eV. Number 3: electronic energy -97693.39122 eV.